A structure of composition C47H98B2Be2F2N6O29Pb at a distorted geometry, computed with ωB97M-V with the def2-TZVPD basis set.

```
187
Properties=species:S:1:pos:R:3:forces:R:3:lowdin_charge:R:1
Be 3.06135 8.02590 -3.90987 0.158 0.093 0.510 0.659
Be -4.47366 -7.64253 -5.07850 -0.218 -0.051 -0.462 0.820
Pb 1.98577 -9.37338 0.44239 -0.701 0.992 0.752 1.546
O -1.92814 3.99728 1.73145 0.105 -0.949 -1.560 0.172
C -1.61555 3.04771 1.04517 -0.068 0.097 3.493 -0.350
O -1.98529 1.78589 1.30998 -0.120 -0.106 -0.549 0.230
B -1.29550 0.85364 0.39017 -0.460 -0.146 0.838 -0.865
O -0.53216 1.72799 -0.46335 1.654 1.363 -0.349 0.240
C -0.48860 2.97971 0.03251 0.132 1.867 -2.277 -0.323
O 0.13676 3.96831 -0.34011 -0.869 -2.843 0.640 0.143
O -2.22362 0.02888 -0.41357 -0.552 -0.602 0.230 0.242
C -1.93212 -1.25559 -0.34149 -0.214 -0.929 -3.584 -0.333
O -2.36404 -2.14363 -1.08813 0.555 1.929 2.323 0.133
C -0.65400 -1.37826 0.50006 0.737 0.329 2.365 -0.353
O -0.43921 -0.17247 1.08302 -0.400 -0.765 -1.190 0.216
O -0.00564 -2.37258 0.69835 -0.462 0.663 -0.436 0.150
O 0.30741 -2.02308 7.61065 -3.626 0.527 -0.926 0.129
C -0.85236 -1.73363 7.28918 2.565 -0.467 0.403 -0.319
O -1.89045 -2.52585 7.06781 0.766 -0.751 0.826 0.238
B -3.09026 -1.80001 6.68570 1.030 0.276 1.095 -0.786
O -2.61972 -0.37004 6.64864 -2.495 -0.639 -0.348 0.268
C -1.39371 -0.30623 6.97035 4.782 3.539 1.147 -0.364
O -0.65179 0.70349 7.05963 -2.662 -3.106 -0.444 0.131
O -4.25845 -2.11964 7.63061 1.580 1.217 -1.046 0.250
C -5.24067 -2.53866 6.90948 -3.944 -2.704 0.797 -0.320
O -6.33414 -2.98525 7.32110 3.633 1.832 -1.795 0.144
C -4.68236 -2.66701 5.37522 -4.366 -2.363 -3.582 -0.289
O -3.46243 -2.29294 5.37928 0.128 0.568 -0.369 0.281
O -5.34237 -3.14123 4.39653 2.686 2.006 4.160 0.125
F -1.63211 -8.94142 -2.06406 0.734 -0.071 0.395 -0.670
F 5.96826 6.60179 -0.88600 -0.248 0.174 -0.248 -0.385
C -8.73988 3.23215 -3.19785 -0.754 1.335 0.549 -0.072
C -7.93308 3.82950 -2.08212 -0.023 -1.376 1.221 -0.516
C -8.40775 3.43834 -0.67059 -0.438 -0.232 -0.916 -0.053
O -6.62317 3.31172 -2.23517 1.091 1.036 -0.220 -0.061
H -8.30923 3.72817 -4.06768 0.009 -1.036 -0.535 0.086
H -9.73473 3.66915 -3.11180 -0.433 -0.467 -0.129 0.079
H -8.74929 2.14670 -3.09888 -0.017 0.055 -0.650 0.087
H -8.01385 4.90617 -2.23170 0.902 0.142 0.271 0.137
H -7.75480 3.76382 0.13923 -0.298 0.599 -0.151 0.083
H -8.39882 2.35237 -0.57746 -0.027 -0.288 -0.230 0.072
H -9.45958 3.71925 -0.61739 0.054 0.291 0.724 0.077
H -6.65753 2.37045 -2.04959 -0.054 -0.054 0.066 0.083
C -3.08575 11.55632 -3.43793 0.542 1.540 0.561 -0.085
O -1.92469 11.78457 -2.61559 0.190 -1.997 0.049 -0.229
C -1.68468 10.73142 -1.63652 -0.401 2.200 0.231 -0.161
C -0.42135 11.20986 -0.90106 -0.042 -2.714 1.176 -0.216
N 0.69821 11.33246 -1.79003 -1.467 0.165 -0.476 -0.024
C 1.73920 12.04163 -1.13552 1.736 -0.189 -0.907 -0.205
C 2.85995 12.52163 -2.07187 -0.588 1.414 -0.113 -0.226
O 3.60257 11.53504 -2.69666 -0.043 -2.513 0.922 -0.221
C 4.90233 11.70985 -3.19650 -0.456 1.172 -0.862 -0.098
H -2.86426 12.22792 -4.26739 -0.689 -0.061 -0.150 0.089
H -3.91381 11.90908 -2.82315 -0.451 -0.017 -0.439 0.089
H -3.32097 10.56592 -3.82763 0.647 -0.348 0.332 0.087
H -1.71549 9.75277 -2.11546 0.777 -0.058 -0.019 0.123
H -2.51213 10.73450 -0.92701 -0.145 -0.015 0.203 0.120
H -0.12517 10.49835 -0.13027 -0.263 -0.717 0.086 0.125
H -0.51578 12.07378 -0.24316 -0.796 0.762 -0.541 0.124
H 0.19366 11.84507 -2.49908 0.997 0.530 -1.226 0.110
H 2.16907 11.36664 -0.39546 0.010 0.126 0.317 0.135
H 1.34444 12.93726 -0.65581 0.090 0.258 0.299 0.128
H 3.41657 13.26594 -1.50243 0.669 -0.232 0.153 0.126
H 2.39887 13.11030 -2.86495 -0.358 0.284 -0.211 0.125
H 4.81845 12.56626 -3.86554 0.640 0.258 -0.215 0.091
H 5.15868 10.85159 -3.81763 -0.179 -0.146 0.167 0.073
H 5.72476 11.87045 -2.49943 -0.315 0.015 0.510 0.092
C -7.18146 -11.20003 -2.86212 1.608 1.237 -0.068 -0.099
O -7.73065 -9.90092 -3.12559 -1.165 -1.284 0.465 -0.179
C -8.86478 -9.80957 -2.27624 -1.599 0.060 0.257 -0.280
C -9.09890 -8.39744 -1.87373 2.645 0.235 -0.505 -0.210
N -8.95217 -7.47601 -3.05070 -1.526 0.581 2.675 0.012
C -8.81380 -6.12051 -2.42543 1.824 -0.343 0.319 -0.229
C -9.98657 -5.25995 -2.49940 -1.564 0.933 -1.479 -0.287
O -11.09176 -5.79847 -1.84334 -1.563 0.256 0.498 -0.191
C -12.40466 -5.14645 -2.01410 0.712 -1.681 -0.673 -0.051
H -7.92596 -11.98779 -2.74692 0.182 0.048 -0.087 0.096
H -6.54499 -11.01678 -1.99644 -0.372 -0.770 0.771 0.091
H -6.40198 -11.40663 -3.59547 -0.535 -0.284 -0.632 0.080
H -8.78860 -10.36127 -1.33925 0.738 -0.232 0.153 0.120
H -9.80994 -10.21218 -2.64051 0.130 -0.414 -1.218 0.125
H -8.18671 -8.26049 -1.29299 -0.137 0.762 0.475 0.116
H -9.96825 -8.21736 -1.24135 -0.147 -0.080 -0.187 0.133
H -9.92733 -7.45536 -3.31288 -0.334 -0.021 -1.147 0.093
H -8.01950 -5.61554 -2.97514 0.135 0.263 0.175 0.115
H -8.54557 -6.12204 -1.36895 0.498 -0.697 0.019 0.122
H -10.16709 -5.25754 -3.57435 -0.644 0.802 -0.462 0.124
H -9.79294 -4.25575 -2.12233 0.293 0.184 -0.174 0.136
H -13.06439 -5.87612 -1.54459 -0.083 0.623 0.620 0.088
H -12.76252 -5.18825 -3.04282 0.557 0.046 -0.512 0.077
H -12.52929 -4.10582 -1.71470 0.511 -0.174 0.640 0.087
C 5.53282 7.59238 4.06347 1.891 0.226 -0.415 -0.045
O 6.76681 7.99456 3.44913 0.635 0.420 0.484 -0.150
C 7.29941 9.24421 3.89877 -1.596 -0.452 -1.335 -0.260
C 8.66495 9.48358 3.31391 -1.672 -1.587 2.331 -0.157
N 9.54218 8.41561 3.94049 0.822 2.416 -2.371 0.026
C 10.98012 8.57699 3.57541 -1.226 -1.496 -0.508 -0.150
C 11.29201 8.37480 2.03194 0.480 0.654 1.459 -0.235
O 10.68767 7.24346 1.48342 0.005 -0.871 0.530 -0.176
C 11.24937 6.85091 0.23620 -0.146 0.733 -0.034 -0.090
H 5.84936 7.12263 4.99472 -0.562 -0.054 0.383 0.093
H 5.14981 6.83231 3.38251 -0.559 0.358 0.216 0.102
H 4.96727 8.50853 4.23361 -0.691 -0.413 0.005 0.093
H 7.19865 9.48778 4.95642 0.197 -0.757 0.454 0.130
H 6.67381 9.99121 3.41019 -0.423 0.497 0.041 0.127
H 8.72823 10.48196 3.74672 1.498 0.561 -0.461 0.124
H 8.41869 9.51000 2.25242 1.402 -0.486 -0.168 0.136
H 9.44683 8.46874 4.94457 -0.196 -0.108 0.180 0.114
H 11.48435 7.80513 4.15685 0.160 -0.386 -0.343 0.112
H 11.41070 9.47991 4.00838 -0.039 0.624 -0.570 0.117
H 12.38071 8.34566 2.07621 0.439 -0.565 -0.365 0.113
H 11.12026 9.24482 1.39816 -0.596 0.394 0.154 0.115
H 11.12951 7.71210 -0.42114 0.348 -0.012 -0.449 0.086
H 10.73147 6.01277 -0.23007 -0.388 0.068 0.559 0.091
H 12.29708 6.56160 0.31815 0.194 0.193 0.154 0.087
C -5.01703 -3.95104 -7.32804 -0.860 -0.722 -0.320 -0.056
O -5.13766 -5.39945 -7.69081 0.617 1.815 -0.650 -0.231
C -5.71128 -5.57901 -9.01182 0.057 2.090 0.063 -0.228
C -5.48926 -6.93967 -9.55688 1.228 0.805 0.321 -0.245
N -6.10313 -7.76316 -8.63424 -1.823 -4.067 0.860 -0.038
C -6.12109 -9.22931 -8.96348 1.454 0.936 0.796 -0.139
C -4.69844 -9.75831 -9.12505 -1.324 -0.456 1.031 -0.257
O -3.98761 -9.42428 -7.95018 1.190 -0.350 -0.076 -0.257
C -2.76078 -10.21486 -7.94319 -0.222 1.930 0.011 -0.065
H -5.94854 -3.65638 -6.84477 -0.060 -0.032 0.058 0.083
H -4.87820 -3.26829 -8.16630 -0.061 -0.484 -0.498 0.081
H -4.19992 -3.68441 -6.65771 0.145 -0.979 0.128 0.080
H -5.38180 -4.83758 -9.73971 0.720 0.239 0.209 0.122
H -6.77936 -5.36239 -8.99197 -0.418 -0.240 0.397 0.128
H -4.43117 -7.19636 -9.50558 0.231 0.239 -0.497 0.133
H -5.87408 -7.02856 -10.57281 -0.004 0.091 -0.366 0.144
H -7.09036 -7.58054 -8.52417 -0.122 0.744 0.289 0.127
H -6.60621 -9.41397 -9.92193 -0.623 -0.152 0.135 0.128
H -6.55393 -9.67175 -8.06625 -0.423 -0.424 -0.519 0.125
H -4.32330 -9.40516 -10.08559 0.802 0.276 0.173 0.123
H -4.69454 -10.84827 -9.13272 -0.439 -0.182 -0.582 0.126
H -2.03628 -9.64827 -7.35823 -0.024 -0.080 0.203 0.082
H -2.41627 -10.14058 -8.97463 0.386 -0.898 0.075 0.092
H -2.87206 -11.20239 -7.49542 -0.238 -0.101 -0.463 0.095
C -1.13863 -7.91439 3.09930 -0.093 0.338 -0.605 -0.084
O 0.18108 -8.28948 3.53314 -0.538 -2.035 -0.708 -0.243
C 0.77614 -7.42055 4.44016 -0.050 1.076 0.926 -0.232
C 2.11038 -7.85926 5.13096 -1.363 0.721 -1.609 -0.155
N 3.15623 -7.88017 4.09945 1.070 0.277 0.414 -0.057
C 4.01156 -6.64940 4.06842 -0.268 -0.355 -0.910 -0.174
C 5.05798 -6.76671 2.98805 0.047 -0.078 -1.852 -0.209
O 4.44830 -6.86068 1.67627 -0.188 -0.506 -1.712 -0.279
C 5.34813 -6.53763 0.54475 -0.123 0.443 1.460 -0.065
H -1.03210 -7.05463 2.43781 -0.249 0.116 -0.074 0.094
H -1.90967 -7.68335 3.83431 0.713 0.271 0.873 0.098
H -1.64586 -8.72213 2.57169 0.739 -0.308 -0.313 0.088
H 0.02802 -7.13100 5.17811 0.001 -0.280 0.479 0.130
H 0.93984 -6.48577 3.90398 0.564 0.356 -0.004 0.123
H 2.09833 -8.82957 5.62741 -0.413 0.137 0.022 0.126
H 2.26911 -7.05366 5.84783 0.235 -0.169 0.301 0.123
H 3.74149 -8.67111 4.32747 0.378 -0.028 -0.165 0.098
H 4.59551 -6.39916 4.95414 -0.322 -0.442 0.641 0.129
H 3.35627 -5.79890 3.88034 0.024 0.012 -0.123 0.129
H 5.67377 -7.66113 3.08238 0.115 -0.151 0.485 0.124
H 5.73626 -5.91880 2.89276 -0.067 0.236 0.755 0.127
H 6.38291 -6.64593 0.86970 0.045 -0.013 -0.033 0.086
H 5.17918 -5.50249 0.24802 -0.012 0.044 0.113 0.093
H 5.23220 -7.14726 -0.35137 -0.498 -0.414 0.337 0.071
C 11.10298 2.62646 5.19312 1.452 -0.233 -0.252 -0.123
O 9.76739 3.02029 5.37503 1.423 -0.238 0.267 -0.161
C 9.30926 2.60945 6.63682 -2.634 -0.869 -1.397 -0.229
C 7.77264 2.90735 6.52426 0.528 -0.845 1.375 -0.161
N 6.98782 2.42540 5.37121 1.816 -1.033 -0.991 0.018
C 7.24035 0.99068 4.95707 -0.555 1.148 -0.764 -0.140
C 6.55962 0.61306 3.58245 1.348 0.956 0.882 -0.195
O 6.83507 1.60004 2.57059 -0.908 -0.684 1.115 -0.172
C 6.47079 1.10445 1.30362 0.820 0.252 -0.819 -0.125
H 11.55328 2.85055 4.22610 -0.936 0.263 -0.415 0.089
H 11.26351 1.55625 5.32344 -0.364 -0.309 0.130 0.086
H 11.82352 3.10400 5.85710 -0.288 0.288 0.647 0.086
H 9.80652 2.98698 7.53030 -0.115 1.004 -0.166 0.128
H 9.34720 1.53773 6.83202 0.595 -0.573 -0.698 0.105
H 7.70587 3.96705 6.77051 -0.929 -0.033 -0.483 0.119
H 7.32484 2.26833 7.28534 0.013 0.567 1.240 0.115
H 6.00202 2.49310 5.58030 -0.100 0.362 -0.053 0.121
H 6.82055 0.37703 5.75413 -0.239 -0.499 -0.023 0.116
H 8.28040 0.67726 4.86674 0.199 0.931 0.200 0.110
H 5.50867 0.41679 3.79480 -0.306 0.211 -0.618 0.119
H 7.07251 -0.29606 3.26858 -0.310 -0.443 0.037 0.111
H 5.48596 0.64132 1.24252 -0.124 0.121 0.203 0.090
H 7.22740 0.41433 0.93030 0.060 -0.693 0.267 0.080
H 6.57322 1.89834 0.56378 -0.486 0.397 0.321 0.092
```
Positions in Å, forces in eV/Å.

Results
Max |F| = 6.1 eV Å⁻¹
Net charge = +2
Kohn-Sham gap = 0.96 eV
Molar mass = 1496.16 g mol⁻¹